Record 1
# H10O5

H10O5 as an isolated structure at a distorted geometry (ωB97M-V with the def2-TZVPD basis set, OMol25).

Geometry as XYZ:
```
15
Properties=species:S:1:pos:R:3:forces:R:3:lowdin_charge:R:1
O 8.506630 11.089410 -13.871510 0.2 -5.2 -2.6 -0.065
H 8.418400 12.032850 -13.735970 -1.0 -1.9 -1.4 -0.203
H 8.328990 13.327610 -12.179210 -0.4 0.5 0.4 0.127
O 8.628210 10.678870 -11.258570 4.3 0.6 -3.3 0.052
H 8.889390 9.918270 -11.777720 0.0 -0.2 -0.4 0.117
H 8.455120 11.362920 -11.905360 0.0 -0.2 -0.8 0.051
O 7.199160 10.525840 -9.676170 -3.4 -0.3 3.8 -0.085
H 6.875670 9.628430 -9.755190 -0.3 -0.1 0.2 0.016
H 11.353480 11.564580 -9.469210 0.0 0.1 0.2 0.033
O 11.447780 11.048880 -10.270070 0.4 0.1 -0.1 -0.053
H 7.719430 10.841990 -14.356590 0.0 -0.5 -0.3 0.054
H 10.561240 10.995730 -10.627070 -0.5 -0.1 0.0 -0.016
H 9.384560 13.086980 -13.237400 0.7 0.5 0.0 0.129
O 8.454090 12.958200 -13.053350 0.6 7.1 3.6 0.074
H 7.800660 10.629910 -10.413460 -0.6 -0.2 0.7 -0.229
```
Forces are in eV/Å.

The relative energy (zero: lowest compared OMol25 entry of this formula, charge and spin) is 96.8 kcal/mol. Its HOMO-LUMO gap is 9.807 eV. The calculation puts the calculated total energy at -382.069954 Eh. For the strongest force on any atom, the calculation gives 8.0 eV/Å. The value obtained for the LUMO energy is -0.02 eV.

Record 2
# H10O5

A 5-piece molecular cluster, H10O5 overall at a distorted geometry (ωB97M-V with the def2-TZVPD basis set, OMol25).

Geometry as XYZ:
```
15
Properties=species:S:1:pos:R:3:forces:R:3:lowdin_charge:R:1
H 3.034283 0.452977 1.534770 -0.3 0.2 0.5 0.074
O 3.423463 0.097447 0.735790 -0.3 -0.8 -0.1 0.109
H 0.652543 -1.209713 0.603360 -0.2 2.5 0.0 0.027
H 0.192583 1.374327 0.405590 0.0 0.4 0.0 0.092
H -3.345307 2.118187 1.254720 -0.1 0.2 0.2 0.041
H -0.471537 -0.421403 -2.113470 0.3 0.3 0.0 0.006
O 0.274583 0.420667 0.412000 0.1 -1.0 -0.1 -0.021
H -0.623927 0.101947 0.326380 -0.8 0.5 0.0 0.051
H 1.239583 -2.420713 -0.090020 0.7 -0.7 -1.0 0.139
H -1.703477 -1.277293 -2.317620 -0.4 -0.3 -0.1 0.039
H -3.483937 0.982297 0.263550 -0.3 -0.1 -0.1 0.033
H 4.150433 0.688367 0.539430 0.5 0.4 -0.4 0.086
O 0.863113 -2.133163 0.741740 0.1 -1.5 1.0 0.372
O -1.199287 -0.568713 -2.717550 0.0 0.1 0.0 -0.003
O -3.003107 1.794777 0.421330 0.6 -0.2 -0.1 -0.046
```
Forces are in eV/Å.

The relative energy (zero: lowest compared OMol25 entry of this formula, charge and spin) is 38.4 kcal/mol. Its HOMO-LUMO gap (alpha / beta) is 11.034 / 3.144 eV. The calculation puts the calculated total energy at -381.757857 Eh. The expectation value of S² is 0.76. For the strongest force on any atom, the calculation gives 2.5 eV/Å. The value obtained for the LUMO energy (alpha / beta) is -3.85 / -11.74 eV. Its charge is +1. As for the spin multiplicity: 2.

Record 3
# H10O5

A 5-piece molecular cluster, H10O5 overall at a distorted geometry (ωB97M-V with the def2-TZVPD basis set, OMol25).

Geometry as XYZ:
```
15
Properties=species:S:1:pos:R:3:forces:R:3:lowdin_charge:R:1
H 3.892589 -3.422645 -19.091746 -0.2 -0.2 -0.2 0.060
H 7.818280 -1.322803 -19.550823 -1.5 0.8 -1.9 0.024
H 7.893298 1.811198 -20.113403 0.3 0.3 -0.4 0.082
O 8.414147 -1.615414 -18.861225 0.3 0.3 1.8 0.341
H 6.722470 1.017594 -19.573714 -0.8 -0.1 -0.4 0.009
O 4.712005 -2.974246 -18.882633 0.4 0.3 -0.3 -0.031
H 5.976345 -2.135395 -20.290269 -0.8 -0.7 0.5 0.027
O 5.315600 0.832197 -20.808559 0.2 -0.2 0.2 -0.024
O 7.625894 1.263795 -19.375111 0.9 -0.6 0.9 0.096
H 8.968602 -2.270481 -19.285147 1.0 -0.8 -0.4 0.135
O 6.625861 -1.690189 -20.834477 1.1 -0.1 0.5 0.026
H 4.609738 0.661185 -20.185070 -0.5 -0.1 0.2 0.081
H 5.123978 1.703732 -21.154891 -0.1 0.3 -0.4 0.087
H 4.553228 -2.569468 -18.029889 0.0 0.1 0.3 0.052
H 6.176580 -0.906898 -21.152007 -0.3 0.7 -0.4 0.033
```
Forces are in eV/Å.

The relative energy (zero: lowest compared OMol25 entry of this formula, charge and spin) is 6.1 kcal/mol. Its HOMO-LUMO gap (alpha / beta) is 12.459 / 5.192 eV. The calculation puts the calculated total energy at -381.809298 Eh. The expectation value of S² is 0.76. For the strongest force on any atom, the calculation gives 2.5 eV/Å. The value obtained for the LUMO energy (alpha / beta) is -3.35 / -10.49 eV. Its charge is +1. As for the spin multiplicity: 2.

- What is the formula in the third record?
  H10O5

- Which of these has the highest strongest force on any atom?
  number 1

- What is the relative energy (zero: lowest compared OMol25 entry of this formula, charge and spin) in the third record?
  6.1 kcal/mol

Please write out number 2 again, unchanged.
# H10O5

A 5-piece molecular cluster, H10O5 overall at a distorted geometry (ωB97M-V with the def2-TZVPD basis set, OMol25).

Geometry as XYZ:
```
15
Properties=species:S:1:pos:R:3:forces:R:3:lowdin_charge:R:1
H 3.034283 0.452977 1.534770 -0.3 0.2 0.5 0.074
O 3.423463 0.097447 0.735790 -0.3 -0.8 -0.1 0.109
H 0.652543 -1.209713 0.603360 -0.2 2.5 0.0 0.027
H 0.192583 1.374327 0.405590 0.0 0.4 0.0 0.092
H -3.345307 2.118187 1.254720 -0.1 0.2 0.2 0.041
H -0.471537 -0.421403 -2.113470 0.3 0.3 0.0 0.006
O 0.274583 0.420667 0.412000 0.1 -1.0 -0.1 -0.021
H -0.623927 0.101947 0.326380 -0.8 0.5 0.0 0.051
H 1.239583 -2.420713 -0.090020 0.7 -0.7 -1.0 0.139
H -1.703477 -1.277293 -2.317620 -0.4 -0.3 -0.1 0.039
H -3.483937 0.982297 0.263550 -0.3 -0.1 -0.1 0.033
H 4.150433 0.688367 0.539430 0.5 0.4 -0.4 0.086
O 0.863113 -2.133163 0.741740 0.1 -1.5 1.0 0.372
O -1.199287 -0.568713 -2.717550 0.0 0.1 0.0 -0.003
O -3.003107 1.794777 0.421330 0.6 -0.2 -0.1 -0.046
```
Forces are in eV/Å.

The relative energy (zero: lowest compared OMol25 entry of this formula, charge and spin) is 38.4 kcal/mol. Its HOMO-LUMO gap (alpha / beta) is 11.034 / 3.144 eV. The calculation puts the calculated total energy at -381.757857 Eh. The expectation value of S² is 0.76. For the strongest force on any atom, the calculation gives 2.5 eV/Å. The value obtained for the LUMO energy (alpha / beta) is -3.85 / -11.74 eV. Its charge is +1. As for the spin multiplicity: 2.